Entry 1:
Density functional theory data (ωB97M-V/def2-TZVPD) for C24H60F4N2O24P4PtS4 as an isolated structure.

Output
- E_LUMO (spin up / spin down) (Eh) = 0.007 / 0.001
- energy (eV) = -172603.3729
- Kohn-Sham gap (spin up / spin down) (eV) = 8.607 / 9.046

Geometry as ORCA input:
```
! wB97M-V def2-TZVPD RIJCOSX def2/J DEFGRID3
* xyz 0 3
Pt 0.02256 0.93243 -0.76607
N 0.23657 3.08949 -0.50105
S -0.38483 4.42258 -1.17758
O 0.47602 5.20338 -1.97698
O -1.36547 5.07645 -0.38236
F -1.30881 3.64998 -2.22063
S 1.22704 3.92172 0.59516
O 0.50286 4.43518 1.69413
O 2.32974 4.65375 0.08407
F 1.93770 2.65188 1.25437
N -0.04459 0.65959 -2.90120
S 0.78100 1.56691 -4.04970
O -0.00269 2.60892 -4.59138
O 1.69972 0.88204 -4.88445
F 1.70386 2.33162 -3.01844
S -0.54612 -0.50453 -3.86197
O 0.35426 -1.58856 -4.04336
O -1.41264 -0.12158 -4.92718
F -1.64192 -1.14474 -2.85177
C -0.57236 3.76258 5.39476
C -1.16250 2.48216 4.85331
O -0.66494 2.33310 3.49943
P -0.38021 0.90601 2.91416
O 0.05315 0.90747 1.51170
O 0.66741 0.25405 3.88835
C 1.93665 0.88530 4.18652
C 3.08931 0.14010 3.56754
O -1.73911 0.19527 3.22622
C -2.14961 -1.04317 2.58145
C -3.65078 -0.99557 2.48719
H -0.90654 4.04079 6.39203
H 0.51827 3.69225 5.45841
H -0.72877 4.56307 4.66893
H -0.87208 1.64763 5.49768
H -2.25100 2.49871 4.79324
H 1.93760 1.92052 3.83936
H 2.03686 0.90599 5.27401
H 3.99112 0.72836 3.79341
H 3.24557 -0.90785 3.80702
H 3.11235 0.26661 2.47898
H -1.61098 -1.14483 1.63964
H -1.79583 -1.86002 3.20878
H -4.10087 -1.08994 3.47753
H -4.02956 -0.06200 2.07422
H -4.00353 -1.83819 1.88824
C 2.68199 -4.68983 -2.49913
C 1.36180 -4.52773 -1.77063
O 1.20654 -3.15610 -1.40906
P -0.02045 -2.70893 -0.54502
O -0.10635 -1.25888 -0.44855
O -1.23602 -3.40715 -1.21521
C -2.54316 -3.42195 -0.63364
C -3.60268 -3.54332 -1.71041
O 0.10454 -3.46751 0.83356
C 1.21629 -3.09189 1.68903
C 1.12811 -3.86390 2.96983
H 2.92856 -5.74144 -2.65411
H 2.55286 -4.27783 -3.50094
H 3.51216 -4.21641 -1.97724
H 0.60726 -4.90137 -2.46902
H 1.26789 -5.19902 -0.91052
H -2.60539 -4.20078 0.13089
H -2.69026 -2.47220 -0.10753
H -3.29350 -4.23139 -2.49666
H -4.55459 -3.82424 -1.26901
H -3.65080 -2.56202 -2.18583
H 2.14641 -3.35673 1.17846
H 1.20216 -2.01227 1.85484
H 0.95896 -4.93487 2.84275
H 2.01223 -3.66518 3.57379
H 0.25055 -3.59847 3.56431
C 4.82531 -3.33454 0.90705
C 4.88723 -1.83405 0.70505
O 3.62591 -1.35952 0.19332
P 3.57010 -0.03896 -0.67072
O 2.18541 0.42223 -0.71760
O 4.13499 -0.34366 -2.09277
C 3.61522 -1.43957 -2.89030
C 4.67965 -2.49769 -3.04002
O 4.67374 0.84664 -0.02781
C 4.78580 2.26435 -0.35010
C 5.96489 2.49485 -1.25771
H 4.45813 -3.64745 1.88577
H 4.17950 -3.78559 0.14957
H 5.80294 -3.80768 0.80458
H 5.02942 -1.36091 1.67461
H 5.68463 -1.60954 -0.00043
H 2.70793 -1.84015 -2.42437
H 3.26887 -1.06238 -3.85169
H 5.48830 -2.16866 -3.68978
H 5.05216 -2.79863 -2.05948
H 4.25199 -3.39430 -3.49578
H 3.85525 2.62753 -0.77661
H 4.87117 2.82543 0.57931
H 6.26232 3.54372 -1.23367
H 6.82453 1.92306 -0.90218
H 5.76041 2.21444 -2.28943
C -4.23534 2.84119 -3.93370
C -3.53957 1.95372 -2.95046
O -3.96842 2.25453 -1.59926
P -3.57192 1.30128 -0.42935
O -2.14128 1.01278 -0.36233
O -4.45829 0.01362 -0.59647
C -5.86449 0.13166 -0.69307
C -6.38158 -0.38354 -2.02142
O -4.13732 2.00710 0.84780
C -3.44162 3.23255 1.22404
C -4.02726 3.69199 2.56036
H -4.09097 2.40813 -4.92231
H -5.30575 2.86643 -3.72015
H -3.85529 3.86035 -3.90412
H -3.84450 0.91694 -3.14144
H -2.46459 1.94399 -3.10004
H -6.44633 -0.40809 0.06324
H -6.24508 1.14127 -0.50530
H -6.13345 -1.44893 -2.04673
H -7.45372 -0.24633 -2.12480
H -5.84994 0.03811 -2.87461
H -2.36731 3.08475 1.37020
H -3.50563 3.99066 0.44468
H -4.89891 4.31736 2.37503
H -4.31295 2.79295 3.10347
H -3.27329 4.26305 3.09727
*
```



Entry 2:
Density functional theory data (ωB97M-V/def2-TZVPD) for C24H60In2N4Na2O16P2 as an isolated structure.

Output
- E_LUMO (Eh) = -0.395
- energy (eV) = -102321.1255
- Kohn-Sham gap (eV) = 2.825

Geometry as ORCA input:
```
! wB97M-V def2-TZVPD RIJCOSX def2/J DEFGRID3
* xyz 2 1
In -4.04151 1.27726 0.17897
In -4.28333 -2.94469 -1.63657
Na -1.24364 -1.04343 -4.00194
Na -0.02952 -3.31235 -1.83882
P -1.48689 -0.81529 -0.98182
O -0.24944 -0.84205 -1.89043
O -1.44572 0.22720 0.18730
O -1.79892 -2.25258 -0.48137
O -2.73540 -0.38886 -1.81570
P -1.86815 -3.85008 -4.01397
O -2.93386 -2.77698 -4.14407
O -1.97508 -4.30063 -2.56439
O -0.45716 -3.22692 -4.20475
O -2.10507 -4.93257 -5.04944
C 4.50268 -3.55128 0.41577
O 4.18845 -2.20351 0.66532
C 3.22422 -1.73048 -0.24401
C 2.85276 -0.37482 0.28624
N 1.99779 0.37834 -0.66297
C 1.54868 1.69994 -0.28779
C 2.68840 2.66465 0.04821
O 2.14206 3.97094 0.03627
C 3.17345 4.91792 0.31843
H 4.99791 -3.67351 -0.55484
H 3.63615 -4.21911 0.34935
H 5.18895 -4.04242 1.10382
H 2.33726 -2.36186 -0.31849
H 3.71800 -1.63518 -1.21659
H 3.78436 0.17721 0.41636
H 2.31842 -0.45373 1.24453
H 1.25487 -0.26510 -0.94015
H 0.79750 1.55080 0.49509
H 1.08100 2.12796 -1.17824
H 3.42270 2.58351 -0.76153
H 3.20811 2.48736 0.99330
H 2.69329 5.87154 0.09449
H 3.91463 4.89139 -0.48639
H 3.60037 4.86126 1.31757
C 4.98987 0.97259 -3.48387
O 4.33606 0.08336 -4.38664
C 2.95843 -0.12178 -4.20202
C 2.06258 1.12193 -4.05773
N 0.65242 0.78125 -3.83944
C -0.28636 1.90799 -3.85232
C -0.78660 2.18205 -5.27641
O -1.63898 1.10584 -5.64109
C -2.16070 1.26081 -6.95160
H 4.49603 1.93806 -3.57536
H 6.05931 0.99639 -3.69122
H 5.05653 0.60187 -2.45293
H 2.75522 -0.73649 -3.31205
H 2.69109 -0.74007 -5.05902
H 2.27970 1.74433 -4.92693
H 2.32054 1.63962 -3.12904
H 0.61943 0.38851 -2.90580
H 0.09614 2.77275 -3.30003
H -1.13999 1.53090 -3.28083
H 0.04820 2.31133 -5.97185
H -1.34262 3.12337 -5.31199
H -2.67870 2.20405 -7.13000
H -2.82202 0.40837 -7.09658
H -1.31592 1.16231 -7.63914
C -3.26736 5.39019 0.34242
O -2.79373 4.07805 0.03891
C -1.43546 3.92017 0.40013
C -1.20978 3.53162 1.87925
N -1.99318 2.32258 2.17866
C -2.11804 2.00043 3.58916
C -3.05637 0.81991 3.72485
O -4.32195 1.10542 3.16783
C -5.27148 0.08122 3.48988
H -2.71817 6.19759 -0.14164
H -3.46168 5.53840 1.40516
H -4.25369 5.40342 -0.12738
H -0.77677 4.72372 0.06643
H -1.12214 3.04315 -0.17737
H -1.57519 4.36036 2.49177
H -0.16107 3.41872 2.15716
H -1.40272 1.63224 1.72326
H -2.56702 2.78279 4.20345
H -1.16577 1.73013 4.05866
H -3.03999 0.55164 4.78631
H -2.66087 -0.04712 3.18181
H -6.19675 0.22383 2.93161
H -5.53590 0.18736 4.54182
H -4.87568 -0.89252 3.19239
C 3.16336 -2.16678 3.82868
O 1.89159 -1.67655 3.39821
C 1.03914 -2.76497 3.01306
C -0.25140 -2.13217 2.48371
N -1.17324 -3.15203 1.95948
C -2.41230 -3.23495 2.74140
C -2.21871 -4.11879 3.95313
O -1.40775 -3.49587 4.93552
C -1.13104 -4.30069 6.07591
H 3.83222 -1.39750 4.20664
H 3.63738 -2.62295 2.95724
H 3.03947 -2.93143 4.59839
H 0.87256 -3.47088 3.82356
H 1.53199 -3.23837 2.15637
H -0.07181 -1.33088 1.75328
H -0.70700 -1.58931 3.31493
H -1.48956 -2.87638 1.01902
H -3.16013 -3.61480 2.04498
H -2.73599 -2.24740 3.08744
H -1.70666 -5.02401 3.61772
H -3.22703 -4.31433 4.32921
H -0.60470 -3.71418 6.82534
H -0.54076 -5.18283 5.81865
H -2.05681 -4.63442 6.55073
*
```



Entry 3:
Density functional theory data (ωB97M-V/def2-TZVPD) for C24H60Li2N3O8 as an isolated structure.

Output
- E_LUMO (spin up / spin down) (Eh) = 0.013 / 0.013
- energy (eV) = -47115.4786
- Kohn-Sham gap (spin up / spin down) (eV) = 2.940 / 8.575

Geometry as ORCA input:
```
! wB97M-V def2-TZVPD RIJCOSX def2/J DEFGRID3
* xyz 0 2
Li 2.04932 -0.46162 3.19775
Li 3.07379 0.61806 1.07520
C 0.26389 -1.75326 -0.46734
C 0.23275 -0.76458 0.76736
C -0.83972 -1.22514 1.77281
O 1.53048 -0.65633 1.25054
H -0.72166 -1.76588 -0.93278
H 0.68959 -2.70069 -0.13681
H 0.85253 -1.43039 -1.32604
H -0.06578 0.25106 0.50762
H -1.79075 -1.35474 1.25622
H -0.80027 -0.62768 2.68361
H -0.66169 -2.24648 2.10936
C 2.64388 5.61164 -1.54366
O 2.56043 4.78835 -0.44450
C 1.39604 3.94144 -0.25382
C 1.58042 2.61593 -0.94194
N 2.87147 2.07450 -0.47716
C 3.34439 1.03523 -1.42566
C 4.73403 0.48615 -1.04027
O 4.70285 -0.26930 0.14052
C 5.11959 -1.56779 0.05352
H 3.67760 5.88501 -1.75527
H 2.22593 6.56698 -1.22624
H 2.08113 5.32179 -2.43101
H 0.49199 4.44700 -0.59319
H 1.17642 3.85080 0.80997
H 1.50701 2.74871 -2.02134
H 0.87500 1.84446 -0.63323
H 3.44226 2.89748 -0.60750
H 3.50816 1.44570 -2.42205
H 2.60961 0.23223 -1.48396
H 5.33747 1.36969 -0.83213
H 5.19475 -0.13366 -1.80948
H 5.01105 -1.87143 -0.98769
H 4.55392 -2.27665 0.65821
H 6.17660 -1.67583 0.29678
C -1.41016 4.31462 -2.86282
O -1.47482 3.35645 -1.76382
C -2.19268 2.19691 -2.01161
C -3.73230 2.35573 -1.82213
N -4.26076 2.64915 -3.17535
C -5.73504 2.99822 -3.30324
C -6.05839 3.09264 -4.79652
O -5.18294 4.06035 -5.43156
C -5.65439 4.50694 -6.71754
H -0.92037 3.84400 -3.71530
H -0.74798 5.14876 -2.63080
H -2.41571 4.53034 -3.22394
H -1.83142 1.44978 -1.30494
H -1.91512 1.81941 -2.99576
H -3.93988 3.11706 -1.07022
H -4.11308 1.38262 -1.51205
H -3.60429 3.31116 -3.56379
H -5.88308 3.94282 -2.77989
H -6.33546 2.26861 -2.75985
H -7.09914 3.33691 -5.00931
H -5.90651 2.11333 -5.25037
H -5.79582 3.85425 -7.57900
H -5.00667 5.36845 -6.87986
H -6.64525 4.94490 -6.59717
C 2.52422 -4.64453 0.78842
O 3.28130 -4.78837 1.96612
C 2.72981 -3.96597 3.06501
C 3.88099 -3.12703 3.61206
N 3.42766 -1.84975 4.25595
C 2.86349 -1.97557 5.65451
C 2.09217 -0.66706 5.84722
O 1.05815 -0.58648 4.85349
C 0.12495 0.45384 5.07329
H 1.47789 -4.87274 0.99144
H 2.78824 -5.35133 0.00177
H 2.79521 -3.62155 0.52731
H 2.28195 -4.52049 3.88966
H 2.02469 -3.21624 2.70613
H 4.46513 -2.89067 2.72267
H 4.38440 -3.80371 4.30255
H 4.23904 -1.25437 4.34130
H 3.70462 -2.09289 6.33776
H 2.17721 -2.81411 5.77274
H 2.80119 0.16070 5.83280
H 1.71389 -0.70187 6.86889
H -0.69643 0.25871 5.76276
H -0.29639 0.76062 4.11597
H 0.61297 1.30736 5.54385
C -3.32249 -6.05019 -0.68936
C -3.01157 -4.73232 0.07397
C -3.90668 -4.82061 1.27404
O -1.69329 -4.66707 0.42707
H -4.38731 -6.25734 -0.79583
H -2.90002 -6.90304 -0.15806
H -2.86870 -6.03342 -1.68026
H -3.37602 -3.83825 -0.43192
H -3.54677 -5.47077 2.07144
H -4.96098 -4.99772 1.06149
H -3.94296 -3.83533 1.73883
H -1.31280 -3.80461 0.24539
*
```



The following max |F| values (in eV/A) correspond, in order, to the records above: 4.65 2.66 3.30.